A structure of composition C6H9N. Source: the Open Molecules 2025 dataset; level of theory: wB97M-V/def2-TZVPD.

Values from the calculation:
M: 95.1 g mol⁻¹
Calculated total energy: -7854.0668 eV
Largest force on an atom: 0.30 eV Å⁻¹
Energy above the lowest of the compared OMol25 structures with the same formula, charge and spin: 94.4 kcal per mole
LUMO energy: 0.0368 Eh

Atoms and positions in Å:
C: 2.38887 1.32840 -0.28927
C: -0.03430 0.99434 -0.57343
N: 1.23718 0.68287 -0.30962
C: 0.87729 -0.67401 0.16847
C: -0.59317 -0.25848 -0.01863
C: -1.70797 -0.43203 0.97233
C: -1.79968 -1.05498 -0.40333
H: 2.34241 2.39164 -0.48148
H: 3.31693 0.78318 -0.22612
H: -0.40614 1.93693 -0.94550
H: 1.21517 -0.83839 1.19397
H: 1.24375 -1.46012 -0.49516
H: -2.32344 0.44025 1.18370
H: -1.55885 -1.09808 1.82064
H: -1.72085 -2.13933 -0.47103
H: -2.47720 -0.60219 -1.12554